# C4H5O2Ru

A structure of composition C4H5O2Ru (the ωB97M-V functional and the def2-TZVPD basis, the Open Molecules 2025 dataset).

Structure (ORCA input):
```
! RIJCOSX wB97M-V def2-TZVPD def2/J DEFGRID3
* xyz 1 7
O -1.880 1.928 -0.459
C -1.820 0.624 -0.771
C -0.565 -0.110 -0.695
C 0.405 0.033 0.273
C 1.596 -0.715 0.187
O 2.473 -0.816 1.083
Ru 2.854 -0.402 2.880
H -2.359 0.266 -1.686
H -2.346 0.576 0.333
H -0.361 -0.787 -1.534
H 0.230 0.681 1.135
H 1.772 -1.277 -0.748
*
```

ΔE to the lowest compared entry with this formula, charge and spin: 0.0 kJ/mol
E_LUMO (spin up / spin down): -5.954 / -6.664 eV
HOMO energy (spin up / spin down): -11.4 / -14.7 eV
orbital gap (spin up / spin down): 5.5 / 8.0 eV
total energy: -400.20569 hartree

---

# C41H34N9O2STi

A structure of composition C41H34N9O2STi (the ωB97M-V functional and the def2-TZVPD basis, the Open Molecules 2025 dataset).

Structure (ORCA input):
```
! RIJCOSX wB97M-V def2-TZVPD def2/J DEFGRID3
* xyz -1 3
Ti 0.410 -1.357 1.569
O 1.350 -1.883 2.994
C 1.650 -1.960 4.267
C 2.980 -1.786 4.683
C 3.315 -1.786 6.020
C 2.331 -1.932 6.996
C 1.024 -2.147 6.606
C 0.664 -2.207 5.260
C -0.707 -2.523 4.874
N -0.994 -2.869 3.692
C -2.343 -3.139 3.278
C -2.365 -2.861 1.770
N -1.742 -1.561 1.559
C -2.556 -0.570 1.332
C -2.202 0.815 1.356
C -3.115 1.799 0.949
C -2.802 3.137 1.017
C -1.569 3.526 1.539
C -0.647 2.579 1.945
C -0.927 1.215 1.840
O -0.023 0.314 2.184
H 3.732 -1.656 3.913
H 4.350 -1.671 6.317
H 2.588 -1.885 8.046
H 0.251 -2.292 7.353
H -1.472 -2.456 5.664
H -3.077 -2.502 3.793
H -2.606 -4.184 3.474
H -3.392 -2.884 1.388
H -1.775 -3.627 1.270
H -3.610 -0.792 1.145
H -4.075 1.485 0.551
H -3.509 3.879 0.671
H -1.326 4.579 1.618
H 0.324 2.870 2.325
S 0.586 -3.570 0.549
C 2.132 -3.216 -0.206
N 2.746 -4.221 -0.785
N 3.811 -3.865 -1.596
C 3.713 -3.092 -2.724
C 2.496 -2.526 -3.137
C 2.426 -1.806 -4.314
C 3.553 -1.610 -5.104
C 4.763 -2.151 -4.690
C 4.849 -2.885 -3.522
N 2.663 -1.983 -0.209
N 2.175 -1.103 0.649
C 2.817 0.130 0.630
C 2.790 0.954 1.766
C 3.274 2.249 1.706
C 3.819 2.749 0.531
C 3.912 1.918 -0.579
C 3.441 0.620 -0.530
H 4.589 -4.494 -1.525
H 1.612 -2.681 -2.534
H 1.473 -1.396 -4.626
H 3.488 -1.047 -6.027
H 5.654 -1.997 -5.289
H 5.798 -3.310 -3.213
H 2.368 0.573 2.684
H 3.219 2.878 2.586
H 4.165 3.774 0.482
H 4.340 2.294 -1.500
H 3.478 -0.024 -1.398
N -4.009 1.711 -3.421
C -4.545 2.871 -3.929
C -5.731 3.170 -4.579
C -5.947 4.496 -4.932
C -5.001 5.485 -4.655
C -3.809 5.188 -4.014
C -3.579 3.863 -3.643
N -2.513 3.313 -2.986
C -2.784 2.022 -2.854
C -1.922 1.097 -2.172
C -0.737 1.597 -1.578
C 0.035 0.786 -0.797
N -0.222 -0.532 -0.568
C -1.283 -1.027 -1.231
C -2.153 -0.281 -1.991
H -4.429 0.801 -3.449
H -6.471 2.411 -4.803
H -6.872 4.772 -5.423
H -5.210 6.509 -4.942
H -3.067 5.945 -3.797
H -0.490 2.639 -1.711
H 0.902 1.207 -0.316
H -1.434 -2.095 -1.112
H -3.014 -0.774 -2.428
*
```

ΔE to the lowest compared entry with this formula, charge and spin: 207.3 kJ/mol
E_LUMO (spin up / spin down): 1.553 / 2.116 eV
HOMO energy (spin up / spin down): -2.1 / -4.2 eV
orbital gap (spin up / spin down): 3.6 / 6.3 eV
total energy: -3473.85664 hartree

---

# C3H5N3O

An isolated molecule of C3H5N3O (the ωB97M-V functional and the def2-TZVPD basis, the Open Molecules 2025 dataset).

Structure (ORCA input):
```
! RIJCOSX wB97M-V def2-TZVPD def2/J DEFGRID3
* xyz 0 1
N -1.095 1.739 0.130
C -0.105 0.795 0.060
N 1.187 1.010 0.071
C 1.774 -0.220 0.081
C 0.832 -1.201 0.073
N -0.370 -0.534 0.055
O -1.642 -1.100 0.026
H -0.793 2.660 -0.142
H -1.983 1.448 -0.250
H 2.840 -0.313 0.090
H 0.890 -2.270 0.075
H -1.535 -2.015 -0.268
*
```

ΔE to the lowest compared entry with this formula, charge and spin: 244.0 kJ/mol
E_LUMO: 0.554 eV
HOMO energy: -7.9 eV
SMILES: Nc1nccn1O
orbital gap: 8.5 eV
total energy: -356.76443 hartree

---

- What is the formula in the third record?
  C3H5N3O

---

- The lowest total energy belongs to which entry?
  C41H34N9O2STi